C52H34IrN11O4 | ωB97M-V with the def2-TZVPD basis set

Geometry as XYZ:
```
102
Properties=species:S:1:pos:R:3:lowdin_spin:R:1
C -3.399 -3.007 4.439 0.017
C 2.854 -4.399 -0.222 0.024
C 3.547 1.828 2.327 0.000
C 5.666 2.986 2.525 0.001
C 3.414 5.124 -3.206 0.018
H -2.777 -5.054 4.442 0.000
O 4.020 3.314 4.160 0.000
C -0.464 3.354 0.729 0.089
H 0.563 -0.474 -2.555 0.001
H 6.292 3.676 3.074 0.000
H 3.386 0.511 0.689 0.001
H 3.107 2.983 4.359 0.000
C -2.729 -0.363 -3.297 0.000
H 2.303 -5.057 0.436 0.001
O 1.324 0.900 2.090 0.001
H 7.100 2.605 0.999 0.000
H 5.516 -4.366 -2.332 0.000
N 0.395 3.834 -0.146 -0.017
C 2.943 2.575 -2.298 0.006
Ir 0.346 0.509 0.339 -0.060
C -5.650 -0.261 -2.323 0.000
C -3.201 -1.720 3.944 0.019
C -1.405 -2.619 2.591 0.007
H -3.713 5.573 4.224 0.000
C -1.642 1.959 2.012 0.087
C -2.234 0.319 -1.068 0.000
C -3.176 0.090 -2.060 0.000
H 5.645 0.994 -0.224 0.000
H -2.007 -6.524 -1.639 0.000
H 4.273 -5.873 -0.859 0.000
C 4.169 4.054 -3.678 0.014
C -3.156 -4.384 -2.949 0.000
O -6.703 0.331 -2.339 0.000
C -3.041 5.165 3.481 0.014
H -4.178 -3.183 5.169 0.000
C -2.602 -4.071 4.025 0.013
H -4.350 -3.319 -4.377 0.000
H 3.616 6.119 -3.580 0.000
C -2.318 6.034 2.671 0.013
H -2.559 0.636 -0.089 0.001
C -1.748 -5.551 -1.219 0.000
C -4.053 -3.404 -3.338 0.000
C 4.297 -2.650 -1.933 0.026
H -0.856 6.228 1.084 0.001
C 4.663 -3.985 -1.788 0.017
C 2.167 1.567 2.812 0.000
N 2.948 0.170 -1.776 -0.025
H -3.461 3.102 3.995 0.001
C -0.497 -0.323 -2.432 0.001
C 1.421 -2.282 0.232 0.117
C -0.446 -2.073 1.624 0.104
N -5.487 -1.523 -2.841 0.000
C 4.390 2.712 3.029 0.000
C -4.206 -2.647 -1.068 0.000
H -0.986 -0.942 -4.405 0.000
C 3.955 -4.843 -0.948 0.019
H -3.016 -3.713 0.351 0.000
C 1.253 3.100 -0.837 0.097
N 1.458 1.763 -0.750 -0.015
C -1.582 -3.892 3.094 0.022
N 0.509 -2.777 1.057 -0.024
C -1.430 5.557 1.707 0.020
H -3.804 -0.886 4.275 0.001
H -0.951 -4.712 2.778 0.001
N -0.738 2.048 1.002 -0.010
C -4.578 -2.523 -2.400 0.000
C 2.193 3.649 -1.819 0.009
C 3.203 -2.214 -1.211 0.009
H 1.828 5.766 -1.878 0.001
H -3.429 -0.541 -4.101 0.000
N -2.131 0.865 2.565 -0.017
H -1.707 -5.654 -0.136 0.000
H -2.768 -5.070 -3.692 0.000
N -0.918 0.136 -1.244 0.001
C 4.033 1.222 1.172 0.001
N -0.705 -0.741 1.478 -0.013
C 5.292 1.482 0.676 0.001
H -6.296 -1.831 -3.360 0.000
H 4.847 -1.979 -2.578 0.001
C 2.495 -3.073 -0.369 0.011
H -0.744 -5.300 -1.569 0.000
N -4.515 0.328 -1.755 0.000
H 4.541 1.924 -3.581 0.001
H -4.741 1.149 -1.215 0.000
O 1.817 2.000 3.914 0.000
C -1.696 -0.360 2.319 0.091
C -2.196 -1.552 3.014 0.008
H -2.443 7.101 2.798 0.000
C 3.947 2.755 -3.227 0.024
C 2.410 4.938 -2.259 0.021
C -2.911 3.782 3.359 0.020
N 1.520 -1.008 -0.230 -0.017
C -1.376 -0.581 -3.465 0.000
H 4.948 4.238 -4.406 0.000
H -4.642 -1.997 -0.320 0.000
C 2.457 1.382 -1.600 0.112
C -3.288 -3.620 -0.695 0.000
C -2.038 3.317 2.399 0.005
C 6.106 2.382 1.366 0.000
C 2.564 -0.904 -1.105 0.120
C -1.308 4.189 1.591 0.005
C -2.743 -4.501 -1.624 0.000
```

Calculated values
Orbital gap (spin up / spin down) (eV): 5.3534 / 4.4296
Total energy (eV): -81897.267
Total charge: +1
F_max (hartree/bohr): 0.0138
2S+1: 2
E_LUMO (spin up / spin down) (hartree): -0.16320 / -0.20566
HOMO (spin up / spin down) (eV): -9.794 / -10.026
<S²>: 0.829
Energy relative to the best compared isomer or geometry (same formula, charge and spin) (kcal per mole): 8.7